# 1
2 unconnected molecules or ions with the total composition C10H10FN2OS at a distorted geometry. Source: the Open Molecules 2025 dataset; level of theory: ωB97M-V with the def2-TZVPD basis set.

Output
Multiplicity ... 1
Frontier orbital gap ... 5.4 eV
Total charge ... -1
LUMO energy ... 2.72 eV

Element x y z (Å)
S: 2.08 0.07 -3.66
F: 2.43 2.46 0.89
O: 0.44 -1.93 -0.32
N: -0.21 2.13 1.45
N: -1.87 0.74 -0.52
C: -2.31 1.24 0.62
C: 2.25 1.41 -1.17
C: 1.66 1.83 -0.03
C: -0.60 -3.10 1.45
C: -0.16 -1.74 0.87
C: -0.54 0.99 -0.67
C: 0.08 0.53 -1.89
C: -1.51 1.93 1.58
C: 1.41 0.72 -2.12
C: 0.27 1.64 0.27
H: -1.11 -2.96 2.42
H: 0.44 -1.25 1.68
H: 3.30 1.57 -1.39
H: -0.52 0.03 -2.65
H: -2.00 2.31 2.49
H: -3.38 1.13 0.84
H: 2.00 -1.27 -3.41
H: 0.25 -3.76 1.61
H: -1.09 -1.11 0.87
H: -1.31 -3.60 0.79



# 2
2 unconnected molecules or ions with the total composition C3H7NO3 at a distorted geometry. Source: the Open Molecules 2025 dataset; level of theory: ωB97M-V with the def2-TZVPD basis set.

Output
Energy above the lowest of the compared OMol25 structures with the same formula, charge and spin ... 106.0 kcal/mol
Multiplicity ... 1
Frontier orbital gap ... 8.8 eV
Total charge ... 0
LUMO energy ... 0.50 eV

Element x y z (Å)
O: -1.17 -1.27 -0.14
O: -1.36 1.08 -1.29
O: 2.21 -0.82 -0.63
N: 0.90 0.19 1.47
C: 1.03 -0.27 -0.84
C: -0.96 0.71 -0.05
C: 0.41 0.47 0.15
H: 2.35 -0.78 0.34
H: -1.57 1.03 0.80
H: 0.70 -0.27 -1.87
H: 1.12 1.01 2.01
H: -2.29 1.33 -1.30
H: -1.65 -1.97 -0.60
H: 0.28 -0.44 1.96



# 3
A gas-phase ion, C4H5Cl2N2O2 (charge +1) at a distorted geometry. Source: the Open Molecules 2025 dataset; level of theory: ωB97M-V with the def2-TZVPD basis set.

Output
Energy above the lowest of the compared OMol25 structures with the same formula, charge and spin ... 34.1 kcal/mol
Multiplicity ... 1
Frontier orbital gap ... 7.9 eV
Total charge ... +1
LUMO energy ... -5.79 eV

Element x y z (Å)
Cl: 1.11 1.45 0.80
Cl: 3.43 -0.27 -0.05
O: -3.69 0.06 0.35
O: -0.36 -1.63 0.86
N: -0.13 -1.42 -0.47
N: -2.63 0.49 0.10
C: -0.36 1.70 -0.34
C: 0.94 -0.86 -0.77
C: -1.46 0.73 -0.03
C: 1.88 -0.50 0.36
H: -1.14 -2.35 0.95
H: 0.08 1.61 -1.29
H: 1.41 -0.75 -1.68
H: -0.71 2.75 -0.07
H: 1.63 -0.99 1.30



# 4
C3ClF3 in the gas phase at a distorted geometry. Source: the Open Molecules 2025 dataset; level of theory: ωB97M-V with the def2-TZVPD basis set.

Output
Energy above the lowest of the compared OMol25 structures with the same formula, charge and spin ... 106.6 kcal/mol
Multiplicity ... 1
Frontier orbital gap ... 7.8 eV
Total charge ... 0
LUMO energy ... -1.58 eV

Element x y z (Å)
Cl: 2.52 -0.22 0.04
F: -0.21 0.40 -1.37
F: -0.93 1.35 0.48
F: -0.42 -2.06 0.02
C: -1.10 -1.00 0.29
C: -0.17 0.34 0.02
C: 1.40 0.93 0.23



# 5
C15H14N2O2 in the gas phase at a distorted geometry. Source: the Open Molecules 2025 dataset; level of theory: ωB97M-V with the def2-TZVPD basis set.

Output
Energy above the lowest of the compared OMol25 structures with the same formula, charge and spin ... 86.1 kcal/mol
Structure (SMILES) ... NC(=O)N1C2=CC=CCC2=C(CO)c2ccccc21
Multiplicity ... 1
Frontier orbital gap ... 7.1 eV
Total charge ... 0
LUMO energy ... -0.31 eV

Element x y z (Å)
O: 1.46 -2.98 -1.84
O: -1.63 2.88 0.75
N: 1.54 -3.15 0.39
N: 0.35 -1.27 -0.71
C: -2.36 -1.88 1.91
C: 1.13 2.29 -1.53
C: -0.60 0.16 1.06
C: -0.24 2.55 1.19
C: -1.27 0.25 2.45
C: 1.39 -0.17 -2.82
C: 1.80 0.94 -3.42
C: -1.62 -1.93 0.69
C: 0.72 -0.12 -1.53
C: 0.67 1.16 -0.89
C: -0.65 -1.05 0.33
C: 1.13 -2.46 -0.78
C: 0.01 1.31 0.48
C: -2.22 -0.87 2.84
C: 1.77 2.14 -2.81
H: 1.39 -1.14 -3.36
H: 0.99 -3.04 1.21
H: -0.30 0.17 2.98
H: 2.26 -3.88 0.32
H: -1.73 -2.84 0.17
H: -2.95 -0.88 3.71
H: -1.75 1.19 2.52
H: 2.17 1.06 -4.39
H: -2.07 2.14 0.35
H: 0.47 3.30 0.84
H: 1.17 3.30 -1.17
H: 2.18 3.08 -3.31
H: -0.15 2.45 2.25
H: -3.07 -2.70 2.11



# 6
2 unconnected molecules or ions with the total composition C7H15NO4PS at a distorted geometry. Source: the Open Molecules 2025 dataset; level of theory: ωB97M-V with the def2-TZVPD basis set.

Output
Energy above the lowest of the compared OMol25 structures with the same formula, charge and spin ... 68.0 kcal/mol
Multiplicity ... 1
Frontier orbital gap ... 7.5 eV
Total charge ... -1
LUMO energy ... 3.01 eV

Element x y z (Å)
S: 0.44 -2.16 0.70
P: -0.41 2.20 2.19
O: 1.21 2.65 2.50
O: -1.17 3.36 2.77
O: 3.07 0.81 1.41
O: -0.32 2.47 0.33
N: 3.11 -2.02 1.12
C: -1.01 -0.70 -2.44
C: -2.42 -1.16 -1.93
C: -0.77 -0.96 -0.04
C: -0.33 -0.11 -1.22
C: 2.18 0.11 0.57
C: -2.08 -1.67 -0.51
C: 2.04 -1.36 0.87
H: 2.42 0.17 -0.51
H: 2.61 1.34 1.99
H: -1.83 -2.72 -0.59
H: 1.32 3.55 2.80
H: 1.16 0.58 0.71
H: -0.72 0.94 -0.93
H: -1.20 -0.10 -3.32
H: -2.98 -1.59 0.06
H: -0.99 -0.32 0.87
H: -3.13 -0.24 -1.70
H: 0.68 -0.02 -1.37
H: -0.49 3.45 0.02
H: 2.91 -3.00 1.12
H: -2.88 -1.93 -2.63
H: -0.42 -1.55 -2.83



In the order shown, the computed highest occupied orbital energy values come out to -2.655 -8.286 -13.676 -9.339 -7.391 -4.510 eV.
In the order shown, the computed E_tot values come out to -1069.840612 -398.868739 -1335.255971 -873.832992 -839.896074 -1371.059533 a.u..